{"formula": "C52H66F11O9Zr", "method": "ωB97M-V with the def2-TZVPD basis set", "elements": ["Zr", "C", "O", "O", "C", "F", "F", "F", "C", "C", "H", "H", "H", "H", "H", "H", "C", "O", "O", "C", "F", "F", "F", "C", "C", "H", "H", "H", "H", "H", "H", "C", "C", "O", "H", "H", "H", "H", "H", "F", "C", "C", "C", "C", "C", "C", "H", "H", "H", "H", "H", "F", "C", "C", "C", "C", "C", "C", "H", "H", "H", "H", "H", "F", "C", "C", "C", "C", "C", "C", "H", "H", "H", "H", "H", "F", "C", "C", "C", "C", "C", "C", "H", "H", "H", "H", "H", "F", "C", "C", "C", "C", "C", "C", "H", "H", "H", "H", "H", "C", "C", "O", "C", "H", "H", "H", "H", "H", "H", "C", "C", "O", "C", "H", "H", "H", "H", "H", "H", "C", "C", "O", "C", "H", "H", "H", "H", "H", "H", "C", "C", "O", "C", "H", "H", "H", "H", "H", "H"], "coordinates": [[1.63788, 0.89215, -2.61819], [0.37192, 0.93993, 0.15854], [0.35255, -0.21360, -0.70802], [0.86824, 1.83238, -0.76710], [-0.95000, 1.34979, 0.82018], [-1.94793, 1.61072, -0.01682], [-1.30178, 0.34055, 1.65131], [-0.75796, 2.41826, 1.60455], [-0.08428, -1.51743, -0.20059], [0.17807, -2.45057, -1.36981], [1.18768, -2.33721, -1.76005], [-0.02665, -3.48865, -1.10660], [-0.48715, -2.23173, -2.21066], [-1.11066, -1.49736, 0.15475], [0.60867, -1.76866, 0.60445], [1.13155, 0.70941, 0.91392], [3.98133, -0.73352, -0.57554], [3.88173, 0.09260, 0.56231], [3.05286, -0.32845, -1.47810], [5.44030, -0.77474, -1.06606], [6.00832, 0.45658, -0.96025], [6.17304, -1.58567, -0.30298], [5.54591, -1.12780, -2.34758], [4.18075, -0.49697, 1.81424], [3.89828, 0.52149, 2.89372], [4.07305, 0.03650, 3.85816], [4.56207, 1.38425, 2.83341], [2.86366, 0.86787, 2.92426], [5.21833, -0.83874, 1.88063], [3.60068, -1.40075, 2.04505], [3.67323, -1.74328, -0.27105], [0.47295, -2.29214, -5.65629], [1.48486, -1.20349, -5.34017], [1.37567, -0.67966, -4.04710], [0.39534, -3.10719, -4.93676], [0.74493, -2.75100, -6.61048], [-0.52373, -1.87296, -5.81598], [1.42009, -0.43099, -6.11441], [2.48430, -1.63292, -5.48778], [-2.13206, -4.82821, 2.95701], [-1.12550, -3.99343, 3.29291], [0.08194, -4.25631, 2.68675], [1.07069, -3.28579, 2.76645], [0.89446, -2.19001, 3.60955], [-0.29754, -1.98680, 4.30375], [-1.32201, -2.92756, 4.12223], [0.24733, -5.10120, 2.03276], [1.97190, -3.33585, 2.17005], [1.65453, -1.42935, 3.74588], [-0.45631, -1.14056, 4.95430], [-2.30077, -2.70383, 4.52945], [-3.01410, 2.23257, 4.28522], [-1.96639, 2.84963, 4.85588], [-0.72235, 2.25169, 4.83298], [0.37648, 2.79037, 5.49799], [0.18186, 3.94356, 6.22871], [-1.06995, 4.57614, 6.24146], [-2.14080, 4.03895, 5.54680], [-0.52534, 1.31508, 4.32152], [1.36941, 2.36269, 5.48101], [0.97286, 4.40377, 6.80718], [-1.15469, 5.46645, 6.84756], [-3.10525, 4.52801, 5.58332], [-3.39863, -3.62227, -0.37822], [-3.84776, -2.42650, 0.04988], [-4.59801, -1.66501, -0.82147], [-5.21522, -0.50360, -0.37561], [-4.99194, -0.15103, 0.95669], [-4.13645, -0.85746, 1.78914], [-3.51424, -2.01066, 1.31995], [-4.73525, -2.01806, -1.83694], [-5.93589, 0.04421, -0.96514], [-5.41470, 0.73961, 1.40201], [-3.92756, -0.40132, 2.74754], [-2.92928, -2.61699, 1.99605], [-0.50071, -9.11259, -5.07274], [-0.99563, -8.46355, -4.00914], [-2.07131, -8.98395, -3.31878], [-2.60320, -8.25410, -2.25563], [-2.07564, -7.01051, -1.90882], [-1.02253, -6.48705, -2.65233], [-0.46691, -7.22241, -3.68398], [-2.40362, -10.00563, -3.44632], [-3.48071, -8.64194, -1.75750], [-2.57705, -6.36646, -1.19825], [-0.60176, -5.49989, -2.51085], [0.27380, -6.81200, -4.35820], [-1.82373, 6.49335, 4.10994], [-0.85247, 6.67669, 3.19853], [-0.59729, 7.96022, 2.70718], [0.39107, 8.12629, 1.77551], [1.13194, 7.00975, 1.33380], [0.80192, 5.74818, 1.78713], [-0.22370, 5.55528, 2.73373], [-1.14958, 8.79834, 3.11029], [0.68809, 9.06011, 1.31794], [2.00212, 7.09647, 0.69739], [1.34801, 4.87741, 1.44366], [-0.47327, 4.56068, 3.07580], [4.65913, 3.13891, -0.16033], [3.70459, 3.41153, -1.26069], [3.20393, 2.50080, -1.91727], [3.29223, 4.83853, -1.53021], [5.00525, 4.09017, 0.23811], [5.49474, 2.63590, -0.65878], [4.23847, 2.51608, 0.62490], [2.35964, 4.86491, -2.08213], [4.16699, 5.21013, -2.07872], [3.22839, 5.39838, -0.60022], [4.47885, -4.42442, -2.63812], [3.14374, -4.76258, -3.26222], [2.11227, -4.82794, -2.64443], [3.20161, -5.03890, -4.75786], [5.11933, -5.30912, -2.62009], [4.22698, -4.17727, -1.60325], [5.04519, -3.62184, -3.10291], [3.20319, -6.12990, -4.85596], [4.13520, -4.68979, -5.19284], [2.31856, -4.67871, -5.28049], [-2.67479, -0.24248, -3.84133], [-1.94358, 0.88807, -3.17115], [-0.73910, 0.85926, -2.97761], [-2.76923, 2.06405, -2.73649], [-3.11539, 0.12958, -4.76601], [-3.44769, -0.60092, -3.16170], [-1.99357, -1.06594, -4.04907], [-2.15028, 2.71499, -2.12528], [-3.57456, 1.72048, -2.08377], [-3.17930, 2.52117, -3.63711], [-3.74810, 5.98632, 0.83978], [-4.82657, 4.94556, 1.13892], [-5.99165, 5.23480, 1.04399], [-4.30870, 3.52186, 1.25722], [-2.78404, 5.76887, 1.30076], [-4.15615, 6.92154, 1.22128], [-3.58704, 6.02175, -0.23771], [-3.73042, 3.40076, 2.17071], [-3.74331, 3.33316, 0.34235], [-5.11413, 2.79161, 1.20164]], "atomic_forces_ev_per_a": [[0.21, -4.63, 4.77], [1.80, -0.36, -2.57], [-1.71, -0.44, 0.55], [0.39, 0.48, -1.08], [0.59, -0.62, 0.69], [0.06, -0.22, -0.03], [-0.30, 0.22, -0.26], [0.03, 0.19, -0.33], [1.49, 0.00, -0.91], [-0.80, -0.13, -0.18], [0.12, -0.16, 0.27], [0.25, 0.00, 0.13], [-0.08, 0.15, 0.09], [-0.03, 0.09, -0.12], [-0.28, 0.00, 0.28], [-0.29, 0.24, 0.54], [-1.67, -0.31, 0.76], [0.14, 0.02, -0.04], [-1.28, 1.92, -2.91], [0.02, 1.22, -0.16], [-0.10, -0.27, -0.15], [-0.05, -0.32, -0.14], [0.00, -0.33, 0.10], [0.15, -0.13, 0.67], [0.17, -0.11, 0.51], [0.11, 0.11, 0.01], [-0.02, 0.00, -0.06], [-0.03, -0.04, -0.32], [0.10, 0.28, -0.15], [-0.37, 0.04, -0.54], [0.52, -0.33, 0.02], [-0.44, 0.09, -0.42], [0.51, -0.79, -0.49], [0.63, 3.52, 2.18], [0.22, 0.22, 0.28], [0.07, 0.05, -0.01], [-0.02, -0.01, 0.18], [-0.22, 0.20, 0.17], [0.07, 0.02, 0.29], [-0.23, 0.14, 0.52], [0.14, -0.95, -0.51], [0.84, 0.62, -0.83], [-0.05, 0.33, 0.68], [-0.24, 0.74, 0.39], [0.06, -1.30, -0.62], [-0.46, 1.33, 0.36], [-0.36, -0.13, 0.07], [0.09, -0.35, 0.10], [0.23, -0.14, -0.25], [0.07, 0.07, 0.00], [-0.02, -0.35, 0.11], [-0.09, 0.03, -0.28], [0.74, 0.30, 0.79], [0.89, -1.02, -0.43], [-0.54, 0.69, 0.22], [-0.47, 0.82, 0.22], [0.82, -0.59, 0.09], [-0.37, 0.04, 0.15], [-0.54, 0.02, -0.21], [-0.16, -0.37, -0.17], [0.13, -0.14, -0.09], [-0.33, 0.11, -0.16], [-0.05, -0.11, -0.09], [0.23, -0.01, -0.14], [0.41, -0.01, 0.01], [-0.42, 0.04, -0.63], [0.20, -0.42, 1.12], [0.06, 0.66, 0.13], [0.17, 0.30, -0.77], [-0.70, 0.03, 0.72], [-0.12, -0.16, 0.09], [0.18, 0.06, -0.24], [-0.32, -0.02, -0.30], [0.07, -0.44, 0.21], [0.18, -0.10, -0.27], [0.16, -0.25, -0.06], [-0.35, 0.57, 0.31], [0.27, -0.40, 0.90], [0.21, 0.39, -0.24], [-0.38, 0.30, -0.54], [0.28, -0.20, -0.17], [-0.23, -0.32, -0.73], [-0.12, 0.11, -0.53], [0.09, -0.03, 0.20], [0.08, -0.22, 0.28], [-0.18, 0.03, 0.37], [0.22, 0.05, 0.25], [-0.18, 0.50, 0.07], [-0.33, 0.11, -0.30], [-0.38, -0.08, 0.68], [1.33, -0.79, -0.97], [-0.36, -0.14, 0.46], [-0.35, -0.27, 0.51], [0.97, 0.04, -0.80], [-0.09, -0.02, -0.06], [-0.39, 0.34, 0.41], [-0.17, 0.35, -0.23], [0.02, 0.00, -0.04], [-0.10, 0.07, 0.17], [0.63, 0.58, -0.73], [-1.49, 0.54, 0.65], [-0.57, -0.79, -1.34], [0.70, -0.92, 0.20], [0.07, -0.09, 0.16], [0.02, -0.19, 0.51], [-0.09, -0.24, -0.23], [0.12, 0.19, -0.23], [-0.34, 0.45, -0.22], [-0.02, 0.01, 0.01], [-0.56, -0.27, 1.19], [0.59, 0.33, -1.38], [-0.10, 0.07, 0.30], [-0.01, -0.54, 0.39], [-0.04, -0.05, -0.12], [0.42, 0.11, 0.02], [-0.25, 0.07, -0.24], [-0.02, 0.00, -0.07], [-0.12, 0.18, -0.13], [0.04, 0.14, 0.02], [0.70, -0.09, 0.34], [-0.72, -0.02, 0.11], [1.20, 0.37, -0.35], [0.45, -0.37, 0.27], [-0.19, -0.05, 0.03], [-0.19, 0.12, -0.13], [0.02, 0.07, -0.10], [0.00, 0.35, -0.37], [-0.19, -0.10, -0.28], [-0.12, 0.25, 0.17], [-0.40, -0.06, 0.81], [0.62, -0.27, -1.27], [-0.08, -0.11, 0.45], [-0.81, 0.12, -0.26], [-0.07, -0.06, 0.09], [0.31, 0.23, -0.31], [-0.19, 0.12, -0.05], [0.28, -0.17, -0.18], [0.56, 0.11, 0.30], [-0.20, 0.23, 0.41]], "homo_lumo_gap_ev": 6.008, "largest_force_ev_per_a": 6.65, "total_charge": 1, "homo_ev": -10.471, "multiplicity": 1}